Record 1
C24H22AsN4O7SV | ωB97M-V/def2-TZVPD

Last column: natural (NBO) charge in e.
Atoms and positions in Å:
V  0.3875  0.0643  -0.2643  1.4609
O  3.9686  1.1308  1.9419  -1.0411
As  2.2567  1.0787  2.4996  1.5082
O  2.6643  1.9670  -1.4531  -0.4451
O  1.5837  0.5701  0.9372  -1.0513
C  2.0422  3.0303  2.3589  -0.4009
C  3.1811  3.8182  2.4916  -0.2059
C  3.0898  5.2048  2.5410  -0.1836
C  1.8570  5.8315  2.4756  -0.1958
C  0.7063  5.0680  2.3507  -0.1841
C  0.8115  3.6881  2.2950  -0.2689
S  -0.6763  2.7808  2.0572  2.4009
O  -1.8003  3.5621  2.4496  -0.9045
O  -0.6345  2.6882  0.4861  -0.7387
O  -0.5123  1.4631  2.6191  -0.9624
H  4.4597  0.4116  2.3535  0.4913
H  4.1492  3.3418  2.5594  0.2406
H  3.9904  5.7958  2.6450  0.2259
H  1.7870  6.9094  2.5270  0.2306
H  -0.2704  5.5296  2.3013  0.2502
C  -0.9570  -2.5002  3.1517  -0.2449
C  -0.3255  -1.5346  2.3587  0.1294
N  -0.4909  -1.4678  1.0482  -0.5007
C  -1.3158  -2.3739  0.4665  0.2384
C  -1.9856  -3.3730  1.1734  -0.0958
C  -1.7838  -3.4205  2.5645  -0.0896
C  -2.8412  -4.2804  0.4610  -0.1697
C  -3.0189  -4.1710  -0.8732  -0.1619
C  -2.3555  -3.1396  -1.6188  -0.0769
C  -2.5155  -2.9351  -3.0008  -0.1086
C  -1.8557  -1.8981  -3.6110  -0.2342
C  -1.0285  -1.0658  -2.8475  0.1051
N  -0.8494  -1.2498  -1.5525  -0.4708
C  -1.5046  -2.2603  -0.9455  0.1477
H  -0.7830  -2.4963  4.2178  0.2449
H  0.3155  -0.7923  2.8073  0.2330
H  -2.2855  -4.1765  3.1555  0.2341
H  -3.3480  -5.0541  1.0230  0.2335
H  -3.6706  -4.8540  -1.4023  0.2324
H  -3.1644  -3.5901  -3.5688  0.2356
H  -1.9675  -1.7059  -4.6683  0.2422
H  -0.5092  -0.2232  -3.2848  0.2368
C  3.8732  2.7008  -1.2181  -0.2640
C  2.7783  0.7488  -1.9354  0.6974
N  1.8395  -0.1681  -1.8018  -0.5786
C  2.3091  -1.2960  -2.4621  -0.0815
C  3.5289  -1.0458  -2.9819  -0.0795
N  3.8229  0.2666  -2.6370  -0.5423
H  3.5647  3.6158  -0.7236  0.2258
H  4.3648  2.9508  -2.1606  0.1774
H  4.5316  2.1349  -0.5581  0.2072
H  1.7322  -2.2033  -2.5038  0.2247
H  4.2081  -1.6550  -3.5490  0.2384
H  4.6507  0.7776  -2.8892  0.4363
C  -2.5108  1.3091  -0.2464  -0.6731
C  -1.0196  1.4898  -0.2548  0.3628
O  -0.3226  1.4224  -1.3582  -0.6317
H  -2.9915  2.2003  -0.6559  0.2444
H  -2.8775  1.1607  0.7694  0.2332
H  -2.7886  0.4488  -0.8528  0.2168

* LUMO (spin up / spin down): -3.268 / -3.452 eV
* M: 636.39 g/mol
* multiplicity: 2
* charge: +1
* E: -5251.3700 hartree
* F_max: 0.2 eV/Å
* energy above the lowest of the compared OMol25 structures with the same formula, charge and spin: 223.6 kJ/mol

***

Record 2
C24H22BBr4N11O4S3W | ωB97M-V/def2-TZVPD

Last column: natural (NBO) charge in e.
Atoms and positions in Å:
W  -0.4346  -0.9240  0.9480  1.4643
C  -0.5483  4.0920  -3.0619  -0.6627
C  -0.6146  2.6176  -3.1673  0.3685
N  -1.0687  1.9368  -4.1768  -0.2663
N  -0.9715  0.6421  -3.7660  -0.3607
C  -0.4360  0.5002  -2.5484  0.2630
S  -0.0242  -0.9476  -1.7798  -0.1217
N  -0.2070  1.7750  -2.1669  -0.2072
N  0.3103  2.1973  -0.9372  -0.6418
H  -0.9347  4.5281  -3.9794  0.2493
H  0.4774  4.4334  -2.9147  0.2349
H  -1.1455  4.4313  -2.2139  0.2521
H  -1.3260  -0.1111  -4.3294  0.4350
H  0.5916  1.3555  -0.4173  0.4228
H  1.1783  2.6871  -1.1380  0.3732
Br  5.6100  -3.5905  -1.4379  0.0987
C  4.3117  -2.4036  -0.7617  -0.1436
C  4.5888  -1.0440  -0.6308  -0.1626
Br  6.2706  -0.3543  -1.1293  0.0978
C  3.6117  -0.1803  -0.1293  -0.1656
Br  3.8924  1.6802  0.0553  0.0652
C  2.3799  -0.6710  0.2666  0.3054
O  1.3597  0.0691  0.6817  -0.7370
C  2.1002  -2.0351  0.1153  0.2278
O  0.8642  -2.3995  0.4383  -0.7000
C  3.0558  -2.8952  -0.3951  -0.1526
Br  2.5476  -4.6952  -0.6211  0.0852
N  -5.6740  5.1020  -2.7117  -0.7895
C  -5.2051  3.9063  -2.2118  0.2041
C  -4.3192  3.1219  -2.9574  -0.2848
C  -3.8292  1.9419  -2.4337  -0.1417
C  -4.1929  1.5376  -1.1595  -0.4441
C  -5.0858  2.2990  -0.4139  -0.0428
C  -5.5881  3.4709  -0.9357  -0.3038
S  -3.5795  0.0221  -0.5407  2.3451
O  -4.5301  -0.4602  0.4311  -0.9635
O  -3.2737  -0.8363  -1.6546  -0.9635
N  -2.1303  0.3286  0.1885  -0.9209
C  -1.9540  1.2878  1.1367  0.6000
N  -0.8072  0.9784  1.7802  -0.5292
C  -0.3331  1.7696  2.7311  0.1266
C  -1.0387  2.9101  3.0593  -0.3275
C  -2.2453  3.1147  2.3986  0.1119
N  -2.7295  2.3129  1.4562  -0.4895
H  -5.6114  5.2481  -3.7036  0.3860
H  -6.4904  5.4990  -2.2811  0.3867
H  -4.0336  3.4292  -3.9573  0.2152
H  -3.1873  1.3153  -3.0300  0.2311
H  -5.3756  1.9688  0.5736  0.2369
H  -6.2836  4.0660  -0.3555  0.2125
H  0.5877  1.4625  3.2103  0.2452
H  -0.6855  3.5865  3.8219  0.2378
H  -2.8631  3.9708  2.6511  0.2006
S  -2.4748  -1.5254  2.6066  0.1095
C  -2.6921  -2.5933  1.3650  0.2594
N  -3.7312  -3.4403  1.1754  -0.4946
C  -3.7627  -4.3345  0.1674  0.1026
C  -2.7176  -4.4025  -0.7001  -0.3097
C  -1.6771  -3.4755  -0.5345  0.1821
N  -1.6905  -2.5945  0.4417  -0.5162
H  -4.5100  -3.3502  1.8132  0.4453
H  -4.6366  -4.9671  0.1143  0.2332
H  -2.7027  -5.1166  -1.5069  0.2501
H  -0.8225  -3.4499  -1.1958  0.2554
B  1.1859  -1.4640  5.4217  -0.5820
C  0.7594  -1.3836  3.9066  0.4844
N  0.4009  -1.2990  2.8125  -0.6235
H  0.2783  -2.0276  5.9963  0.0145
H  2.2212  -2.0866  5.4765  0.0246
H  1.3199  -0.3156  5.7967  0.0046

* LUMO (spin up / spin down): -1.132 / -1.133 eV
* M: 1138.98 g/mol
* multiplicity: 1
* E: -13413.6995 hartree
* F_max: 0.9 eV/Å
* energy above the lowest of the compared OMol25 structures with the same formula, charge and spin: 0.0 kJ/mol

***

Record 3
C24H22BrInN2O3Se | ωB97M-V/def2-TZVPD

Last column: natural (NBO) charge in e.
Atoms and positions in Å:
In  -0.0167  0.3284  -0.5741  1.3602
O  -4.0633  -3.4165  1.3650  -0.6903
C  -4.0480  -3.4248  -0.0013  0.3705
C  -5.0845  -4.0961  -0.6439  -0.2972
C  -5.1177  -4.1710  -2.0232  -0.1861
C  -4.1077  -3.5941  -2.7738  -0.2453
C  -3.0920  -2.9064  -2.1367  -0.1606
C  -3.0586  -2.7910  -0.7553  -0.1728
C  -1.9448  -1.9824  -0.1057  0.2513
O  -1.1765  -1.3628  -1.0206  -0.8919
N  -2.5930  -1.0154  0.8346  -0.4572
N  -1.8733  0.0304  1.1654  -0.2412
C  -2.3823  1.0559  1.7395  -0.0090
C  -1.5905  2.1618  2.1958  -0.0974
Br  0.3085  1.9304  2.1239  0.1250
C  -2.1006  3.2910  2.7031  -0.1810
C  -1.3082  4.4417  3.1530  -0.0955
C  -0.6434  5.2498  2.2354  -0.1328
C  0.1035  6.3279  2.6735  -0.2215
C  0.2171  6.5958  4.0271  -0.2057
C  -0.4490  5.7986  4.9438  -0.2046
C  -1.2224  4.7376  4.5096  -0.2000
H  -3.2535  -3.0190  1.7053  0.4841
H  -5.8521  -4.5480  -0.0349  0.2202
H  -5.9326  -4.6847  -2.5118  0.2129
H  -4.1145  -3.6679  -3.8508  0.2141
H  -2.2978  -2.4411  -2.6988  0.2435
H  -1.3373  -2.6441  0.5529  0.1364
H  -3.5989  -0.8813  0.7281  0.3722
H  -3.4548  1.1065  1.9588  0.1875
H  -3.1773  3.3714  2.7951  0.2255
H  -0.7139  5.0427  1.1776  0.2182
H  0.6025  6.9565  1.9509  0.2186
H  0.8182  7.4272  4.3657  0.2157
H  -0.3655  6.0018  6.0012  0.2150
H  -1.7407  4.1134  5.2229  0.2132
C  3.5945  -0.6836  0.2670  -0.7347
C  2.5246  -1.1884  1.1814  0.6169
O  1.3404  -0.9463  0.9908  -0.6113
C  2.9112  -1.9995  2.3555  -0.1109
C  1.8912  -2.4294  3.2104  -0.1724
C  2.1791  -3.1886  4.3252  -0.2043
C  3.4929  -3.5297  4.6047  -0.1730
C  4.5135  -3.1097  3.7645  -0.2174
C  4.2323  -2.3498  2.6439  -0.1848
H  3.1375  -0.1042  -0.5363  0.2745
H  4.1493  -1.5195  -0.1576  0.2438
H  4.2874  -0.0495  0.8200  0.2447
H  0.8753  -2.1454  2.9749  0.2352
H  1.3839  -3.5145  4.9790  0.2190
H  3.7234  -4.1218  5.4776  0.2192
H  5.5351  -3.3765  3.9878  0.2202
H  5.0412  -2.0339  2.0033  0.2204
Se  1.1467  1.8626  -2.0306  -0.8790

* LUMO: -0.554 eV
* M: 660.13 g/mol
* multiplicity: 1
* E: -6428.5421 hartree
* F_max: 1.3 eV/Å
* energy above the lowest of the compared OMol25 structures with the same formula, charge and spin: 0.0 kJ/mol